The following is a quantum chemistry calculation of C35H43ClFeN2Si2 as an isolated structure in a non-equilibrium geometry, from OMol25.

The spin multiplicity is 6. The expectation value of S² is 8.770. The charge is +1. The energy above the lowest of the compared OMol25 structures with the same formula, charge and spin is 0.0 kcal per mole. The calculation puts the gap between HOMO and LUMO (alpha / beta) at 7.351 / 5.377 eV.

Element x y z (Å)
1 C 0.63259 0.97094 -0.45148
2 C -0.61264 1.50322 -0.92795
3 C -1.40956 1.82710 0.21653
4 H -0.87919 1.70373 -1.96140
5 C -0.67307 1.48615 1.38902
6 C 0.58981 0.97010 0.98225
7 H 1.40403 0.70364 1.64797
8 H 1.50320 0.73400 -1.05765
9 H -2.37059 2.32623 0.20062
10 H -0.99564 1.63816 2.41278
11 Fe -1.02371 -0.40740 0.16249
12 Si -4.27767 -0.77464 1.02186
13 C -4.49071 -0.54928 -0.87606
14 C -5.00971 -1.57310 -1.68574
15 H -5.18351 -2.56616 -1.26356
16 C -5.41409 -1.28360 -2.99267
17 H -5.87645 -2.06242 -3.60290
18 C -5.24936 -0.00011 -3.52043
19 H -5.56845 0.23267 -4.54119
20 C -4.68253 1.00512 -2.73355
21 H -4.54193 2.01481 -3.12561
22 C -4.32067 0.73254 -1.41154
23 H -3.93071 1.54028 -0.78734
24 C -4.13588 0.87032 1.99315
25 C -4.83985 2.03457 1.64626
26 H -5.40721 2.08650 0.71183
27 C -4.85924 3.11801 2.53024
28 H -5.46088 3.99162 2.27847
29 C -4.11383 3.08467 3.71045
30 H -4.12992 3.93803 4.39380
31 C -3.35271 1.95487 4.01466
32 H -2.75471 1.92332 4.92675
33 C -3.37082 0.84662 3.16504
34 H -2.79468 -0.04701 3.41907
35 H -2.70483 -0.29892 0.56048
36 Si -6.48624 -0.91486 1.49968
37 C -7.12755 -0.09852 3.03090
38 C -8.26808 0.72429 2.93079
39 H -8.93561 0.61886 2.07246
40 C -8.50472 1.70139 3.90157
41 H -9.32471 2.40675 3.76408
42 C -7.69053 1.77801 5.03479
43 H -7.86792 2.55478 5.78251
44 C -6.66097 0.84845 5.21330
45 H -6.04914 0.88516 6.11518
46 C -6.39872 -0.11444 4.23846
47 H -5.60569 -0.85072 4.39008
48 C -7.65175 -0.63599 0.09160
49 C -7.71983 0.62804 -0.51105
50 H -7.15361 1.46805 -0.09736
51 C -8.50286 0.80650 -1.65450
52 H -8.50780 1.78017 -2.14670
53 C -9.28288 -0.24495 -2.14772
54 H -9.92814 -0.08191 -3.01781
55 C -9.25194 -1.49214 -1.51302
56 H -9.87076 -2.30998 -1.88789
57 C -8.43230 -1.70045 -0.39824
58 H -8.38788 -2.67044 0.09780
59 H -5.93881 -2.33388 1.52297
60 Cl -3.23667 -2.34839 1.96638
61 C 1.45642 -2.27439 1.97069
62 N 1.67576 -1.79480 0.61109
63 C 3.01700 -1.22548 0.47326
64 C 1.40055 -2.80463 -0.41508
65 C 0.70845 -2.20909 -1.64183
66 N -0.71386 -1.82066 -1.40108
67 C -1.28831 -1.24750 -2.64029
68 C -1.52135 -3.00125 -0.99046
69 H 1.60713 -1.44019 2.66874
70 H 2.14807 -3.09411 2.24096
71 H 0.42155 -2.63058 2.07798
72 H 3.15596 -0.80936 -0.53339
73 H 3.15256 -0.42349 1.20813
74 H 3.80350 -1.98475 0.64770
75 H 2.36357 -3.21367 -0.77839
76 H 0.80151 -3.62684 0.00249
77 H 1.26222 -1.32357 -1.99109
78 H 0.72792 -2.97810 -2.43619
79 H -1.29116 -2.01237 -3.42999
80 H -2.31788 -0.92013 -2.45524
81 H -0.69593 -0.38915 -2.97025
82 H -1.36364 -3.82248 -1.70912
83 H -1.23272 -3.32571 0.01646
84 H -2.58401 -2.72979 -0.96213

The following is a quantum chemistry calculation of C35H43ClIrN2Si2 as an isolated structure in a non-equilibrium geometry, from OMol25.

The spin multiplicity is 6. The expectation value of S² is 8.808. The charge is +2. The energy above the lowest of the compared OMol25 structures with the same formula, charge and spin is 28.5 kcal per mole. The calculation puts the gap between HOMO and LUMO (alpha / beta) at 6.483 / 3.672 eV.

Element x y z (Å)
1 C 3.19828 0.64427 3.00585
2 C 3.42956 -0.16075 1.84410
3 C 3.13138 0.62642 0.67687
4 H 3.79206 -1.18489 1.83650
5 C 2.70606 1.93961 1.12675
6 C 2.76508 1.94459 2.56448
7 H 2.51615 2.76416 3.23531
8 H 3.35369 0.35134 4.04286
9 H 3.28896 0.30458 -0.34610
10 H 2.45368 2.79213 0.50250
11 Ir 1.29798 0.46510 1.66758
12 Si -3.06052 0.38857 -0.91779
13 C -2.63916 -1.39233 -0.52499
14 C -3.55076 -2.37296 -0.95534
15 H -4.42014 -2.05855 -1.54281
16 C -3.36749 -3.72378 -0.63069
17 H -4.11239 -4.47233 -0.91508
18 C -2.22127 -4.12822 0.06317
19 H -2.04799 -5.18811 0.27896
20 C -1.30239 -3.16578 0.49412
21 H -0.40086 -3.48464 1.02798
22 C -1.50981 -1.81053 0.19780
23 H -0.74699 -1.07105 0.50922
24 C -1.43893 1.26821 -1.41050
25 C -0.00139 0.86312 -1.13752
26 H 0.21239 0.64491 -0.03953
27 C 1.06991 1.72489 -1.69492
28 H 2.13607 1.57691 -1.43461
29 C 0.74929 2.91074 -2.35710
30 H 1.56692 3.51140 -2.77425
31 C -0.56225 3.35805 -2.39377
32 H -0.76744 4.35514 -2.79025
33 C -1.60860 2.55559 -1.89941
34 H -2.60371 3.00400 -1.87941
35 H 0.07762 1.57964 1.58708
36 Si 0.89736 -0.51660 -2.15070
37 C 0.54521 -0.20599 -3.99658
38 C 1.60077 -0.60578 -4.84617
39 H 2.40019 -1.23876 -4.44914
40 C 1.64557 -0.17436 -6.18022
41 H 2.48159 -0.48369 -6.81572
42 C 0.64082 0.66418 -6.67728
43 H 0.77294 1.13232 -7.65602
44 C -0.50916 0.90287 -5.90727
45 H -1.33264 1.50573 -6.30731
46 C -0.58811 0.38187 -4.59765
47 H -1.52938 0.50512 -4.05358
48 C 0.52909 -2.38222 -2.13629
49 C 1.52354 -3.28855 -1.73993
50 H 2.38743 -2.91230 -1.19130
51 C 1.42347 -4.63991 -2.09064
52 H 2.23598 -5.32273 -1.84679
53 C 0.30632 -5.14298 -2.76684
54 H 0.24820 -6.19561 -3.07200
55 C -0.74876 -4.27191 -3.04558
56 H -1.66257 -4.66108 -3.49551
57 C -0.62758 -2.90936 -2.74831
58 H -1.46207 -2.24877 -2.99347
59 H -4.13498 0.48092 -1.82933
60 Cl -3.94237 1.32521 0.70155
61 C -0.43461 3.85161 3.09237
62 N 0.31654 3.01660 4.02270
63 C 1.01169 3.84617 5.00415
64 C -0.47392 1.95230 4.63581
65 C 0.14450 0.55538 4.51880
66 N -0.09788 -0.09655 3.16944
67 C 0.34626 -1.52412 3.22546
68 C -1.55266 -0.00838 2.88464
69 H 0.26846 4.34565 2.41228
70 H -1.00860 4.63029 3.62126
71 H -1.12926 3.24115 2.50230
72 H 0.30255 4.43824 5.61586
73 H 1.60992 3.21153 5.67082
74 H 1.68446 4.53475 4.47729
75 H -0.56877 2.13970 5.71825
76 H -1.48620 1.95767 4.20994
77 H 1.23058 0.58404 4.72160
78 H -0.34597 -0.11502 5.24862
79 H 0.73172 -1.75772 4.23374
80 H -0.47076 -2.17617 2.89850
81 H 1.16882 -1.66352 2.49795
82 H -2.06166 -0.08341 3.85251
83 H -1.81294 0.91586 2.36390
84 H -1.85611 -0.85312 2.27685

The following is a quantum chemistry calculation of C35H43ClN2Si2Sr as an isolated structure in a non-equilibrium geometry, from OMol25.

The energy above the lowest of the compared OMol25 structures with the same formula, charge and spin is 92.2 kcal per mole. The calculation puts the gap between HOMO and LUMO (alpha / beta) at 5.757 / 5.661 eV.

Element x y z (Å)
1 C -0.73885 -1.29883 0.21288
2 C -1.46897 -0.81308 -0.90720
3 C -1.81662 -1.93130 -1.71458
4 H -1.77262 0.22288 -1.07013
5 C -1.29211 -3.10252 -1.10377
6 C -0.62135 -2.71328 0.08584
7 H -0.15458 -3.37689 0.81634
8 H -0.39698 -0.70767 1.06212
9 H -2.44029 -1.90518 -2.60677
10 H -1.44387 -4.12437 -1.45700
11 Sr 1.06230 -1.60347 -2.16899
12 Si 2.61320 2.41297 -4.71158
13 C 1.45359 3.62829 -5.50036
14 C 1.65839 4.05240 -6.82119
15 H 2.49909 3.65155 -7.39369
16 C 0.78173 4.96650 -7.41151
17 H 0.93800 5.27375 -8.44686
18 C -0.31392 5.45917 -6.69663
19 H -1.01176 6.15179 -7.16898
20 C -0.51974 5.04559 -5.37850
21 H -1.37628 5.41720 -4.81312
22 C 0.36703 4.14885 -4.77521
23 H 0.21908 3.85546 -3.73205
24 C 1.70971 0.68093 -4.52866
25 C 0.43777 0.54512 -3.93895
26 H -0.02460 1.38122 -3.40662
27 C -0.37901 -0.62460 -4.19509
28 H -1.46186 -0.56604 -4.07449
29 C 0.22775 -1.95502 -4.36598
30 H -0.35236 -2.87910 -4.32187
31 C 1.68810 -1.87372 -4.65665
32 H 2.25197 -2.78684 -4.84781
33 C 2.19328 -0.57294 -5.09382
34 H 3.10920 -0.54444 -5.69263
35 H 2.68841 2.83052 -3.28960
36 Si 0.48558 -1.02860 -5.83745
37 C 0.34126 -2.33569 -7.25067
38 C -0.91444 -2.61384 -7.78234
39 H -1.79129 -2.05732 -7.44054
40 C -1.05032 -3.59251 -8.77558
41 H -2.03379 -3.80798 -9.19258
42 C 0.07976 -4.28579 -9.23045
43 H -0.02343 -5.05172 -10.00170
44 C 1.33952 -3.99322 -8.69674
45 H 2.22545 -4.52474 -9.04847
46 C 1.47191 -3.01132 -7.70369
47 H 2.46308 -2.77897 -7.30597
48 C -0.12099 0.38380 -6.99547
49 C -1.24590 1.15266 -6.69846
50 H -1.82460 0.98318 -5.78739
51 C -1.66497 2.15256 -7.58224
52 H -2.54101 2.75482 -7.33728
53 C -0.96073 2.38505 -8.76517
54 H -1.29285 3.16317 -9.45399
55 C 0.18845 1.64141 -9.04735
56 H 0.75891 1.83333 -9.95747
57 C 0.61183 0.65444 -8.15406
58 H 1.50999 0.07586 -8.38703
59 H 3.85993 2.60648 -5.20309
60 Cl 3.36818 -0.67717 -1.18095
61 C 2.10631 -0.77592 2.21626
62 N 0.95857 -0.01757 2.71410
63 C 0.14190 -0.79201 3.63623
64 C 1.31827 1.26739 3.31843
65 C 2.16885 2.14744 2.41662
66 N 1.93677 1.89746 1.00294
67 C 0.56807 2.08384 0.57230
68 C 2.92711 2.51522 0.15151
69 H 1.77819 -1.77370 1.89558
70 H 2.51701 -0.26550 1.33730
71 H 2.89273 -0.88813 2.98614
72 H 0.71068 -1.09261 4.53463
73 H -0.71128 -0.17740 3.95027
74 H -0.23441 -1.69382 3.14081
75 H 0.38231 1.78886 3.55888
76 H 1.87992 1.09251 4.25579
77 H 1.95086 3.20443 2.65833
78 H 3.22847 1.95038 2.61973
79 H 0.21221 3.11695 0.75405
80 H 0.48186 1.86667 -0.50262
81 H -0.06915 1.38901 1.13192
82 H 2.80293 3.61207 0.09104
83 H 3.91940 2.28965 0.56364
84 H 2.87226 2.07666 -0.85076

The following is a quantum chemistry calculation of C35H43GeIrO2Se2 as an isolated structure in a non-equilibrium geometry, from OMol25.

The charge is +2. The calculation puts the gap between HOMO and LUMO (alpha / beta) at 5.717 / 5.718 eV.

Element x y z (Å)
1 Ir -0.49520 0.33780 1.10650
2 C 2.77250 2.38510 -0.79420
3 C 2.13510 1.60710 0.30930
4 C 1.32920 2.25380 1.26180
5 C 1.00810 3.70410 1.08660
6 C 0.91260 1.55590 2.42970
7 C 0.49600 2.30560 3.66450
8 C 1.24030 0.16630 2.56840
9 C 0.97060 -0.50600 3.88740
10 C 2.07700 -0.46270 1.60720
11 C 2.71850 -1.77200 1.94810
12 C 2.44740 0.23900 0.44550
13 C 3.25850 -0.41330 -0.62930
14 H 2.24900 2.23990 -1.73830
15 H 3.80030 2.06030 -0.93040
16 H 2.79410 3.44470 -0.57250
17 H 1.82210 4.32450 1.46200
18 H 0.09940 3.96970 1.61560
19 H 0.85180 3.93830 0.03730
20 H -0.41070 1.90540 4.10920
21 H 0.35650 3.36520 3.49130
22 H 1.29070 2.20040 4.40290
23 H 1.78300 -0.27100 4.57420
24 H 0.92750 -1.58380 3.78300
25 H 0.04750 -0.15880 4.34520
26 H 3.02270 -1.77400 2.99150
27 H 3.60760 -1.94470 1.35290
28 H 2.03150 -2.60160 1.79500
29 H 4.31760 -0.18770 -0.49690
30 H 2.96010 -0.04630 -1.60970
31 H 3.14530 -1.49630 -0.62300
32 O -0.58380 -3.12040 1.99860
33 C -1.13140 -4.41390 1.83030
34 C -1.29380 -4.68220 0.33140
35 C -2.14880 -5.95550 0.14010
36 O -2.09680 -6.32670 -1.21080
37 C -2.03050 -3.52340 -0.33340
38 Se -0.88990 -1.92550 -0.52870
39 C 0.05490 -4.90820 -0.34200
40 Se 0.98560 -3.22920 -0.70860
41 H -0.61720 -2.89560 2.93340
42 H -2.11190 -4.49120 2.31680
43 H -0.46320 -5.16570 2.26930
44 H -3.18130 -5.74020 0.44430
45 H -1.75780 -6.75150 0.78590
46 H -2.56340 -7.15850 -1.34250
47 H -2.90560 -3.24010 0.25170
48 H -2.34390 -3.81460 -1.34040
49 H -0.08200 -5.42260 -1.29550
50 H 0.71970 -5.50170 0.28780
51 C -1.08690 6.26020 -1.81970
52 C -0.59540 5.15650 -2.49960
53 C -0.88360 3.89050 -2.03060
54 C -1.66510 3.69480 -0.89280
55 C -2.18750 4.80490 -0.24510
56 C -1.89120 6.07810 -0.70530
57 Ge -1.89250 1.75330 -0.44380
58 C -2.45470 1.34950 1.57860
59 C -2.57770 2.40040 2.49250
60 C -3.33610 2.25250 3.64050
61 C -3.93630 1.03390 3.93230
62 C -3.79160 -0.03210 3.05760
63 C -3.07060 0.12050 1.88140
64 C -3.62970 1.22640 -1.31510
65 C -3.63120 0.26770 -2.31320
66 C -4.76890 0.05490 -3.07370
67 C -5.91320 0.79160 -2.81550
68 C -5.92210 1.72440 -1.79120
69 C -4.78090 1.94940 -1.03780
70 H -0.86030 7.25560 -2.17060
71 H 0.00550 5.27630 -3.38880
72 H -0.50770 3.02310 -2.55870
73 H -2.84500 4.68710 0.60200
74 H -2.29540 6.93280 -0.18220
75 H -2.10560 3.34940 2.28270
76 H -3.45890 3.09130 4.30940
77 H -4.54310 0.92990 4.82020
78 H -4.26400 -0.97660 3.28130
79 H -3.09550 -0.67170 1.13620
80 H -2.73230 -0.30720 -2.50760
81 H -4.74890 -0.66560 -3.87770
82 H -6.80090 0.63620 -3.41100
83 H -6.81600 2.29490 -1.58650
84 H -4.79660 2.68370 -0.24350

The following is a quantum chemistry calculation of C35H43HgN5O2SSb as an isolated structure, from OMol25.

The spin multiplicity is 2. The expectation value of S² is 0.767. The energy above the lowest of the compared OMol25 structures with the same formula, charge and spin is 2.2 kcal per mole. The calculation puts the gap between HOMO and LUMO (alpha / beta) at 4.587 / 8.477 eV.

Element x y z (Å)
1 Hg 0.66408 0.29267 -0.33173
2 N 3.84608 0.13526 2.10165
3 C 2.64582 0.31388 2.76702
4 C 2.72084 0.43672 4.16562
5 C 1.57384 0.65846 4.88533
6 C 0.36113 0.75910 4.20991
7 C 0.38025 0.62997 2.84140
8 N 1.48995 0.40322 2.11842
9 C 4.18974 -0.36546 0.84734
10 C 5.55924 -0.41124 0.54355
11 C 5.95474 -0.95397 -0.65498
12 C 4.98748 -1.45539 -1.52274
13 C 3.67136 -1.33442 -1.14606
14 N 3.26044 -0.78099 0.00428
15 H 4.64575 0.27877 2.69469
16 H 3.67793 0.34779 4.66425
17 H 1.61944 0.75247 5.96250
18 H -0.56753 0.94557 4.72925
19 H -0.52781 0.74143 2.25940
20 H 6.28541 -0.01203 1.24086
21 H 7.00342 -0.98175 -0.91921
22 H 5.24380 -1.88532 -2.47963
23 H 2.87970 -1.65878 -1.81241
24 C -2.02366 -2.39939 2.14849
25 C -2.12169 -2.53233 0.63210
26 C -3.02845 -1.44295 0.05828
27 Sb -0.18534 -2.37929 -0.30868
28 C -0.47014 -3.56680 -2.08989
29 C 0.83501 -3.66630 -2.87330
30 C -1.61902 -3.06112 -2.95507
31 C 1.04746 -3.79063 0.76800
32 C 1.62714 -3.18631 2.04411
33 C 0.33476 -5.11267 1.03448
34 H -3.01645 -2.49920 2.59585
35 H -1.64044 -1.41520 2.42985
36 H -1.37797 -3.15192 2.60049
37 H -2.51485 -3.52014 0.37510
38 H -2.61259 -0.44858 0.24315
39 H -4.01333 -1.48396 0.53215
40 H -3.17272 -1.54023 -1.01837
41 H -0.73200 -4.55546 -1.70301
42 H 1.13657 -2.69238 -3.26718
43 H 0.70729 -4.34269 -3.72295
44 H 1.65504 -4.05574 -2.26546
45 H -1.47188 -2.02325 -3.26044
46 H -2.57946 -3.13230 -2.44374
47 H -1.68639 -3.66050 -3.86710
48 H 1.87079 -3.96702 0.06930
49 H 0.84698 -2.91121 2.75743
50 H 2.21103 -2.29284 1.82711
51 H 2.27978 -3.91299 2.53714
52 H -0.50108 -4.98430 1.72519
53 H 1.02679 -5.82526 1.49220
54 H -0.05225 -5.57410 0.12490
55 C -8.95130 5.67782 2.17501
56 C -7.67707 4.97118 1.78713
57 O -7.45615 3.81543 2.02139
58 S -6.54216 6.04110 0.91525
59 C -5.14750 4.97008 0.70876
60 C -5.21831 3.87569 -0.14701
61 C -4.11493 3.06196 -0.31871
62 C -2.91664 3.33513 0.35078
63 C -2.85555 4.44037 1.19948
64 C -3.96631 5.24944 1.38101
65 C -1.77642 2.48496 0.16850
66 C -0.81255 1.76571 0.01629
67 H -9.75674 4.94822 2.22294
68 H -9.20050 6.47711 1.47857
69 H -8.81399 6.11443 3.16523
70 H -6.14070 3.66328 -0.67059
71 H -4.16321 2.20774 -0.98083
72 H -1.93214 4.65990 1.71829
73 H -3.91549 6.09983 2.04856
74 N 5.25412 2.75126 -2.51470
75 C 4.89499 1.95812 -3.60862
76 O 5.69225 1.78875 -4.52326
77 C 3.58339 1.32313 -3.57733
78 C 3.03874 0.70840 -4.76871
79 C 1.81101 0.08785 -4.66192
80 C 1.14946 0.00546 -3.44704
81 N 1.72438 0.51951 -2.28528
82 C 2.87541 1.18285 -2.40146
83 H 6.09143 3.27998 -2.70601
84 H 4.51821 3.28890 -2.08655
85 H 3.58358 0.76093 -5.69846
86 H 1.34283 -0.35250 -5.53494
87 H 0.17356 -0.44641 -3.34061
88 H 3.30026 1.55561 -1.47392